1.
51
Properties=species:S:1:pos:R:3:lowdin_charge:R:1 method="wB97M-V/def2-TZVPD" charge=+1 homo_lumo_gap_ev=8.264 total_energy_ev=-56440.3256 lumo_ev=-3.18 homo_energy_ev=-11.44 de_lowest_kcal_mol=39.7
Tl -0.450 0.167 0.266 1.12
C 0.400 2.267 -2.865 -0.08
O -0.644 1.621 -2.150 -0.29
C -1.516 0.884 -2.989 -0.19
C -0.888 -0.399 -3.526 -0.17
O -0.359 -1.132 -2.440 -0.21
C 0.727 -1.979 -2.745 -0.17
C 1.476 -2.241 -1.448 -0.18
O 1.887 -1.040 -0.819 -0.30
C 3.047 -0.458 -1.390 -0.06
H -0.010 2.856 -3.690 0.10
H 0.910 2.929 -2.173 0.05
H 1.128 1.553 -3.261 0.09
H -2.385 0.644 -2.378 0.11
H -1.835 1.500 -3.836 0.14
H -1.655 -0.979 -4.050 0.14
H -0.096 -0.161 -4.244 0.13
H 0.388 -2.930 -3.173 0.14
H 1.390 -1.502 -3.476 0.12
H 0.803 -2.732 -0.741 0.13
H 2.337 -2.890 -1.638 0.14
H 3.896 -1.140 -1.291 0.10
H 2.913 -0.211 -2.447 0.09
H 3.252 0.454 -0.834 0.10
Cl -2.192 2.668 0.631 0.60
C -1.035 4.011 0.777 -0.91
Cl 0.623 3.483 0.463 0.61
H -1.078 4.393 1.790 0.04
H -1.296 4.771 0.049 0.04
N -3.361 -1.561 3.357 0.19
C -2.650 -1.084 2.323 -0.53
O -1.894 -0.128 2.445 -0.05
C -2.819 -1.829 1.005 -0.19
C -2.518 -0.971 -0.200 -0.18
H -3.276 -1.112 4.255 0.13
H -3.985 -2.343 3.269 0.11
H -3.839 -2.221 0.954 0.12
H -2.143 -2.688 1.035 0.13
H -3.247 -0.175 -0.335 0.05
H -2.373 -1.540 -1.109 0.04
C 2.730 0.025 4.255 -0.08
C 1.908 1.132 4.104 -0.07
C 1.076 1.248 2.995 -0.15
C 1.099 0.249 2.045 -0.23
C 1.887 -0.876 2.187 -0.13
C 2.715 -0.981 3.301 -0.07
H 3.382 -0.057 5.113 0.11
H 1.908 1.912 4.855 0.11
H 0.432 2.111 2.910 0.07
H 1.885 -1.664 1.449 0.09
H 3.343 -1.856 3.414 0.11

2.
50
Properties=species:S:1:pos:R:3:lowdin_charge:R:1 method="wB97M-V/def2-TZVPD" homo_lumo_gap_ev=8.446 total_energy_ev=-71209.3466 lumo_ev=0.09 homo_energy_ev=-8.35
C -0.548 1.189 -6.024 -0.20
C -1.757 1.594 -5.008 -0.46
P -1.807 0.272 -3.612 0.76
C -3.138 0.800 -2.332 -0.34
Si 0.201 0.209 -2.700 0.32
O 0.191 0.535 -0.966 -0.45
Si 1.579 1.553 -0.705 0.52
C 1.809 2.124 1.103 -0.25
C 1.695 0.932 2.195 -0.42
C 2.938 -0.114 2.096 -0.05
O 1.711 1.433 3.550 -0.19
C 0.379 1.675 4.061 -0.18
C -0.275 0.266 4.440 -0.15
C 0.697 -0.850 4.931 -0.02
C 0.083 -2.234 5.256 -0.06
C -1.451 -2.411 5.056 -0.09
C -2.411 -1.292 4.597 -0.07
C -1.800 0.100 4.268 -0.03
C 1.190 -1.364 -3.161 -0.72
Cl 2.963 -1.172 -3.588 0.49
C 0.613 -2.658 -3.178 -0.66
C -0.904 -2.977 -2.788 -0.15
Cl 1.698 -4.059 -3.691 0.53
H -0.905 1.185 -7.123 0.08
H 0.331 1.895 -5.859 0.07
H -0.159 0.121 -5.835 0.06
H -2.720 1.472 -5.618 0.07
H -1.656 2.656 -4.606 0.07
H -4.023 1.222 -2.936 0.04
H -2.750 1.542 -1.561 0.03
H -3.519 -0.183 -1.873 0.04
H 0.955 1.345 -3.287 -0.02
H 1.480 2.758 -1.559 -0.03
H 2.773 0.811 -1.107 -0.03
H 2.796 2.665 1.297 0.10
H 0.967 2.866 1.362 0.08
H 0.767 0.328 1.913 0.14
H 2.698 -0.944 2.865 0.07
H 3.906 0.373 2.464 0.09
H 3.018 -0.611 1.074 0.07
H -0.232 2.306 3.332 0.12
H 0.516 2.292 5.028 0.14
H 1.824 -0.651 5.044 0.11
H 0.787 -3.060 5.615 0.09
H -1.865 -3.458 5.273 0.08
H -3.536 -1.403 4.446 0.09
H -2.411 1.004 3.904 0.10
H -1.145 -2.706 -1.698 0.09
H -1.013 -4.126 -2.849 0.08
H -1.670 -2.551 -3.527 0.05